Here is a structure of composition C5H6O from the OMol25 dataset. Energies are from wB97M-V/def2-TZVPD.

Results
* Kohn-Sham gap: 10.50 eV
* multiplicity: 1
* energy above the lowest of the compared OMol25 structures with the same formula, charge and spin: 74.3 kcal per mole
* calculated total energy: -269.227899 Ha

Each line ends with the natural charge from an NBO analysis.
Geometry (Å):
C1 -0.435 0.267 -1.130  -0.41
C2 -0.808 -0.608 0.044  -0.24
C3 0.515 -0.917 0.711  0.06
O1 1.607 -0.325 -0.087  -0.50
C4 0.694 0.800 -0.235  0.09
C5 -0.092 0.379 1.026  -0.28
H1 -1.198 1.027 -1.310  0.21
H2 -0.135 -0.227 -2.058  0.20
H3 -1.670 -1.280 0.065  0.23
H4 0.552 -1.764 1.405  0.21
H5 1.109 1.791 -0.432  0.20
H6 -0.140 0.857 2.001  0.24



Here is a structure of composition C5H6O from the OMol25 dataset. Energies are from wB97M-V/def2-TZVPD.

Results
* Kohn-Sham gap: 10.19 eV
* multiplicity: 1
* energy above the lowest of the compared OMol25 structures with the same formula, charge and spin: 123.8 kcal per mole
* calculated total energy: -269.148967 Ha

Each line ends with the natural charge from an NBO analysis.
Geometry (Å):
C1 -1.758 0.584 -0.344  -0.21
C2 -0.746 1.077 0.449  -0.19
C3 -0.804 -0.655 -0.635  0.10
C4 0.228 -0.051 0.190  0.13
C5 1.684 -0.190 0.163  -0.64
O1 -0.483 -1.179 0.595  -0.49
H1 -2.872 0.714 -0.550  0.23
H2 -0.853 1.825 1.207  0.21
H3 -0.441 -1.415 -1.903  0.17
H4 2.007 0.220 1.179  0.22
H5 2.272 0.367 -0.573  0.23
H6 1.766 -1.295 0.222  0.25



Here is the molecule C5H6O from the OMol25 dataset. Energies are from wB97M-V/def2-TZVPD.

Results
* Kohn-Sham gap: 10.04 eV
* multiplicity: 1
* energy above the lowest of the compared OMol25 structures with the same formula, charge and spin: 71.7 kcal per mole
* calculated total energy: -269.231940 Ha

Each line ends with the natural charge from an NBO analysis.
Geometry (Å):
C1 -1.811 -0.077 -0.075  -0.65
C2 -0.328 -0.090 -0.027  0.03
C3 0.732 0.994 0.218  0.00
O1 1.673 1.044 -0.863  -0.46
C4 1.739 -0.043 0.059  0.02
C5 0.607 -1.029 -0.188  -0.23
H1 -2.161 0.591 -0.865  0.23
H2 -2.239 0.280 0.870  0.22
H3 -2.186 -1.088 -0.263  0.22
H4 0.732 1.728 1.014  0.20
H5 2.673 -0.234 0.584  0.20
H6 0.569 -2.075 -0.465  0.21